Molecular formula: C32H50FN2O7S2
Method: DFT, the ωB97M-V functional and the def2-TZVPD basis

The geometry in ORCA input format:
```
! wB97M-V def2-TZVPD RIJCOSX def2/J DEFGRID3
* xyz 1 1
C -5.435 4.875 2.415
C -4.094 5.460 2.776
O -3.921 6.059 3.801
O -3.051 5.285 1.884
C -2.539 3.952 1.898
C -2.451 3.404 0.463
C -0.982 3.075 0.025
C -0.925 1.741 -0.672
C -1.507 1.622 -1.921
C -2.207 2.771 -2.622
C -1.293 3.955 -2.986
F 0.041 3.612 -2.936
C -1.447 0.386 -2.582
O -1.945 0.164 -3.810
C -0.843 -0.686 -1.949
C -0.308 -0.552 -0.692
C 0.253 -1.812 -0.064
C -0.534 -2.375 1.122
C 0.166 -2.793 2.254
C -0.475 -3.275 3.381
C -1.855 -3.363 3.418
C -2.565 -2.999 2.283
C -1.931 -2.514 1.143
C -2.822 -2.160 -0.024
N -0.323 0.656 -0.082
C 0.319 0.849 1.233
C 1.622 1.656 1.097
C 2.315 1.884 2.434
C 1.507 2.667 3.467
N 1.230 4.049 2.995
H -6.165 5.679 2.488
H -5.470 4.454 1.411
H -5.728 4.101 3.124
H -3.172 3.293 2.498
H -1.555 3.965 2.368
H -3.025 2.477 0.411
H -2.880 4.148 -0.204
H -0.589 3.859 -0.615
H -0.396 3.107 0.933
H -3.062 3.081 -2.023
H -2.619 2.387 -3.552
H -1.452 4.767 -2.271
H -1.583 4.352 -3.957
H -2.885 0.382 -3.848
H -0.800 -1.644 -2.445
H 0.260 -2.577 -0.842
H 1.298 -1.681 0.228
H 1.248 -2.763 2.287
H 0.086 -3.594 4.250
H -2.407 -3.709 4.281
H -3.645 -3.066 2.276
H -3.840 -2.514 0.114
H -2.432 -2.496 -0.983
H -2.887 -1.067 -0.100
H -0.362 1.436 1.848
H 0.479 -0.079 1.775
H 1.457 2.598 0.581
H 2.303 1.064 0.476
H 2.610 0.932 2.870
H 3.233 2.455 2.270
H 0.565 2.167 3.699
H 2.110 2.722 4.375
H 0.326 4.319 3.363
H 1.893 4.673 3.437
C -0.156 -4.179 -7.770
C 1.081 -3.355 -7.390
C 0.608 -1.924 -7.101
S -1.093 -2.064 -6.531
O -1.960 -1.427 -7.488
O -1.170 -1.718 -5.130
C -1.219 -3.839 -6.731
H 0.057 -5.246 -7.786
H -0.503 -3.889 -8.764
H 1.541 -3.779 -6.495
H 1.831 -3.366 -8.179
H 1.198 -1.441 -6.327
H 0.604 -1.311 -8.000
H -2.230 -4.097 -7.038
H -0.992 -4.295 -5.767
C 5.653 -3.678 3.886
C 6.480 -2.399 4.070
C 5.654 -1.233 3.510
S 3.931 -1.710 3.694
O 3.342 -1.858 2.380
O 3.300 -0.892 4.699
C 4.246 -3.337 4.368
H 6.071 -4.514 4.443
H 5.628 -3.955 2.830
H 6.670 -2.238 5.132
H 7.445 -2.467 3.572
H 5.821 -0.309 4.057
H 5.843 -1.078 2.449
H 3.484 -4.029 4.016
H 4.207 -3.254 5.454
*
```

maximum force	1.29	eV/A
E_HOMO	-0.41731	Ha
E_LUMO	-2.6	eV

Molecular formula: C32H50I2N8O4PSeV
Method: DFT, the ωB97M-V functional and the def2-TZVPD basis

The geometry in ORCA input format:
```
! wB97M-V def2-TZVPD RIJCOSX def2/J DEFGRID3
* xyz 2 3
V -0.117 -0.257 0.324
I 2.435 -0.928 -1.300
C 4.031 0.451 -1.645
I 3.960 2.272 -0.602
H 3.992 0.657 -2.706
H 4.933 -0.084 -1.383
N 2.832 0.268 2.208
C 1.745 0.815 2.744
N 1.909 1.604 3.794
C 0.798 2.073 4.353
N 0.904 2.927 5.362
N -0.465 1.714 3.984
C -0.519 0.967 2.922
N 0.530 0.525 2.196
C -1.861 0.486 2.493
C -2.999 0.721 3.240
C -4.188 0.130 2.832
C -4.208 -0.642 1.681
C -3.038 -0.784 0.958
N -1.886 -0.250 1.374
H 3.724 0.479 2.620
H 2.779 -0.385 1.454
H 1.813 3.215 5.674
H 0.078 3.289 5.800
H -2.931 1.333 4.129
H -5.094 0.281 3.406
H -5.119 -1.107 1.325
H -3.004 -1.321 0.020
C -0.919 -6.759 0.998
C -1.285 -6.638 -0.485
C -0.946 -5.294 -1.135
C -1.904 -4.138 -0.858
N -2.148 -3.882 0.577
C -1.313 -3.266 1.424
Se 0.382 -2.564 0.992
N -1.846 -3.258 2.650
C -1.225 -2.709 3.854
C -0.483 -3.764 4.658
C 0.155 -3.166 5.909
C 1.243 -2.141 5.598
C -3.088 -3.881 2.601
C -4.029 -4.131 3.595
C -5.176 -4.789 3.201
C -5.377 -5.188 1.870
C -4.440 -4.944 0.886
C -3.287 -4.271 1.282
H -0.869 -7.806 1.297
H -1.640 -6.280 1.665
H 0.066 -6.321 1.191
H -2.344 -6.875 -0.643
H -0.735 -7.406 -1.030
H -0.941 -5.406 -2.223
H 0.065 -5.000 -0.857
H -2.885 -4.335 -1.290
H -1.538 -3.214 -1.301
H -2.014 -2.231 4.436
H -0.540 -1.933 3.523
H 0.294 -4.199 4.019
H -1.167 -4.575 4.919
H 0.575 -3.978 6.504
H -0.620 -2.708 6.532
H 2.009 -2.566 4.941
H 1.739 -1.803 6.508
H 0.835 -1.248 5.108
H -3.868 -3.839 4.626
H -5.939 -5.014 3.936
H -6.290 -5.710 1.611
H -4.602 -5.269 -0.134
C 1.199 1.944 -3.552
C 0.126 2.969 -3.276
C 0.605 4.080 -2.366
C -0.493 3.496 -4.552
O -1.021 2.269 -2.602
P -1.210 1.437 -1.319
O -0.926 -0.083 -1.457
O -0.288 1.761 -0.134
O -2.721 1.572 -0.966
C -3.624 2.768 -1.072
C -4.043 2.924 -2.520
C -4.804 2.403 -0.192
C -2.908 3.992 -0.527
H 2.007 2.414 -4.117
H 0.805 1.106 -4.130
H 1.608 1.576 -2.613
H 1.460 4.576 -2.832
H 0.919 3.690 -1.400
H -0.175 4.830 -2.221
H 0.279 3.967 -5.164
H -1.256 4.245 -4.332
H -0.941 2.683 -5.124
H -4.452 1.988 -2.904
H -3.212 3.234 -3.150
H -4.825 3.685 -2.582
H -5.248 1.461 -0.519
H -5.567 3.181 -0.253
H -4.488 2.314 0.849
H -2.047 4.260 -1.139
H -2.576 3.823 0.499
H -3.592 4.843 -0.530
*
```

maximum force	0.92	eV/A
E_HOMO (alpha / beta)	-0.50975 / -0.50858	Ha
E_LUMO (alpha / beta)	-6.0 / -5.8	eV
relative energy (zero: lowest compared OMol25 entry of this formula, charge and spin)	0.0	kJ/mol

Molecular formula: C32H50N4OPPbSSb
Method: DFT, the ωB97M-V functional and the def2-TZVPD basis

The geometry in ORCA input format:
```
! wB97M-V def2-TZVPD RIJCOSX def2/J DEFGRID3
* xyz 2 1
Pb -1.385 0.041 -0.322
C -1.852 -0.370 4.667
C -2.343 -0.299 3.246
O -1.629 0.137 2.334
N -3.602 -0.734 3.037
C -4.283 -0.707 1.749
C -4.092 -1.970 0.935
C -4.985 -3.024 1.042
C -4.747 -4.189 0.330
C -3.618 -4.269 -0.467
C -2.783 -3.169 -0.534
N -3.013 -2.037 0.142
H -0.842 0.024 4.724
H -1.855 -1.404 5.020
H -2.500 0.213 5.324
H -4.105 -1.105 3.826
H -3.907 0.148 1.192
H -5.341 -0.543 1.937
H -5.859 -2.932 1.677
H -5.435 -5.023 0.398
H -3.389 -5.163 -1.032
H -1.892 -3.187 -1.155
C -4.340 2.818 0.307
P -2.846 2.611 -0.725
C -3.506 2.844 -2.410
C -1.886 4.104 -0.366
C -1.307 4.857 -1.387
C -0.565 5.990 -1.077
C -0.394 6.374 0.245
C -0.952 5.616 1.267
C -1.686 4.478 0.966
H -4.771 3.802 0.120
H -4.100 2.732 1.366
H -5.073 2.054 0.044
H -3.824 3.878 -2.543
H -4.364 2.186 -2.543
H -2.760 2.593 -3.164
H -1.440 4.577 -2.426
H -0.127 6.579 -1.874
H 0.172 7.266 0.481
H -0.816 5.912 2.301
H -2.115 3.891 1.773
N -0.661 -2.787 -3.946
C -0.282 -1.636 -3.390
S -1.455 -0.412 -3.085
N 0.998 -1.434 -3.101
C 2.078 -2.368 -3.274
C 3.187 -1.982 -4.013
C 4.253 -2.860 -4.149
C 4.203 -4.117 -3.561
C 3.091 -4.494 -2.818
C 2.028 -3.615 -2.661
H -1.605 -2.853 -4.285
H 0.027 -3.441 -4.292
H 1.229 -0.497 -2.811
H 3.213 -1.004 -4.483
H 5.123 -2.562 -4.723
H 5.032 -4.803 -3.677
H 3.056 -5.468 -2.347
H 1.177 -3.885 -2.045
C 4.191 0.713 -1.238
C 3.928 -0.078 0.044
C 4.427 -1.518 -0.076
Sb 1.814 0.005 0.558
C 1.664 2.023 1.355
C 1.547 2.994 0.175
C 2.792 2.418 2.303
C 1.659 -1.236 2.338
C 2.901 -1.269 3.229
C 1.227 -2.641 1.903
H 5.232 0.573 -1.548
H 4.029 1.783 -1.115
H 3.565 0.364 -2.066
H 4.415 0.416 0.888
H 4.008 -2.015 -0.959
H 4.197 -2.127 0.796
H 5.516 -1.512 -0.192
H 0.715 2.010 1.905
H 2.469 3.031 -0.407
H 1.346 4.011 0.529
H 0.736 2.725 -0.511
H 3.759 2.437 1.793
H 2.871 1.748 3.160
H 2.614 3.426 2.694
H 0.837 -0.761 2.878
H 3.714 -1.834 2.772
H 2.662 -1.765 4.176
H 3.279 -0.276 3.467
H 1.989 -3.115 1.276
H 0.289 -2.624 1.336
H 1.075 -3.287 2.775
*
```

maximum force	0.35	eV/A
E_HOMO	-0.45625	Ha
E_LUMO	-5.3	eV
relative energy (zero: lowest compared OMol25 entry of this formula, charge and spin)	41.1	kJ/mol

Molecular formula: C32H51BFI2O21
Method: DFT, the ωB97M-V functional and the def2-TZVPD basis

The geometry in ORCA input format:
```
! wB97M-V def2-TZVPD RIJCOSX def2/J DEFGRID3
* xyz -1 1
C 4.158 0.562 -0.754
C 5.263 -0.307 -0.178
O 4.810 -1.643 0.043
C 4.932 -2.453 -1.119
C 4.169 -3.751 -0.861
C 2.995 -4.027 -1.824
C 1.679 -4.290 -1.069
C 0.497 -3.462 -1.554
C 0.814 -1.978 -1.586
O 0.838 -1.456 -2.897
B 0.642 -0.013 -2.676
C 0.647 0.974 -3.944
I -0.652 0.183 -5.520
C 0.223 2.439 -3.611
C 0.568 2.889 -2.190
I -1.862 2.883 -3.977
O -0.512 0.024 -1.733
C -0.107 -0.940 -0.817
C -1.199 -1.391 0.124
C -2.439 -1.970 -0.512
F -0.657 -2.301 1.050
H 4.112 0.478 -1.841
H 4.343 1.610 -0.530
H 3.180 0.273 -0.390
H 6.128 -0.348 -0.849
H 5.597 0.085 0.782
H 5.996 -2.688 -1.255
H 4.577 -1.913 -1.998
H 4.870 -4.583 -0.928
H 3.823 -3.715 0.169
H 3.249 -4.927 -2.384
H 2.900 -3.231 -2.559
H 1.445 -5.352 -1.173
H 1.801 -4.133 0.004
H 0.234 -3.776 -2.567
H -0.346 -3.713 -0.918
H 1.835 -1.801 -1.216
H 1.645 0.334 -2.003
H 1.647 1.017 -4.362
H 0.758 3.091 -4.296
H 1.491 2.455 -1.823
H -0.264 2.721 -1.515
H 0.709 3.973 -2.215
H 0.605 -0.419 -0.142
H -1.501 -0.524 0.707
H -2.861 -1.294 -1.252
H -2.286 -2.956 -0.941
H -3.189 -2.096 0.274
C 1.792 -0.716 3.058
C 0.421 -0.135 2.802
O 0.737 1.214 2.408
C 1.999 1.228 1.932
O 2.501 2.146 1.364
O 2.624 0.051 2.178
H 1.856 -1.776 2.822
H 2.128 -0.555 4.084
H -0.095 -0.633 1.980
H -0.211 -0.144 3.681
C -4.604 2.066 0.596
C -3.116 2.269 0.393
O -2.570 1.663 1.577
C -3.462 0.762 2.042
O -3.244 -0.022 2.910
O -4.645 0.873 1.391
H -5.142 1.928 -0.335
H -5.070 2.876 1.163
H -2.732 1.745 -0.486
H -2.830 3.316 0.330
C 1.707 2.215 6.917
C 0.681 2.060 8.020
O -0.375 1.357 7.360
C 0.156 0.696 6.304
O -0.420 -0.106 5.645
O 1.439 1.077 6.094
H 2.732 2.194 7.277
H 1.555 3.119 6.325
H 1.046 1.449 8.848
H 0.324 3.009 8.410
C -9.228 3.556 -2.174
C -8.701 3.760 -0.767
O -7.399 3.179 -0.846
C -6.999 3.205 -2.145
O -5.896 2.961 -2.498
O -8.031 3.557 -2.956
H -9.897 4.348 -2.501
H -9.729 2.594 -2.296
H -8.602 4.815 -0.505
H -9.299 3.260 -0.010
C -6.734 -0.878 -4.872
C -6.725 0.590 -4.490
O -5.341 0.849 -4.291
C -4.631 -0.073 -5.000
O -3.460 -0.023 -5.162
O -5.456 -1.048 -5.481
H -7.528 -1.134 -5.571
H -6.799 -1.534 -4.001
H -7.093 1.235 -5.292
H -7.288 0.795 -3.583
C 7.875 -2.457 2.474
C 7.786 -1.034 2.977
O 9.084 -0.820 3.544
C 9.945 -1.684 2.952
O 11.126 -1.651 3.080
O 9.277 -2.587 2.196
H 7.281 -2.630 1.579
H 7.597 -3.189 3.234
H 7.630 -0.316 2.171
H 7.012 -0.898 3.727
*
```

maximum force	1.69	eV/A
E_HOMO	-0.16284	Ha
E_LUMO	1.5	eV

Q: Look up the maximum force of the second one.
A: 0.92 eV/A

Q: What is the maximum force in the second record?
A: 0.92 eV/A

Q: Look up the maximum force of the fourth one.
A: 1.69 eV/A

Q: Which of these has the highest maximum force?
A: C32H51BFI2O21